C42H43F5N2OOsS4SeTe as an isolated structure. Source: the Open Molecules 2025 dataset; level of theory: wB97M-V/def2-TZVPD.

Geometry as ORCA input:
```
! wB97M-V def2-TZVPD RIJCOSX def2/J DEFGRID3
* xyz 1 2
H -1.46 3.27 -1.47
C 1.60 2.86 -4.53
C -0.37 1.27 6.23
H 0.95 -3.16 0.14
C -1.94 -5.36 1.41
C 0.96 3.30 -3.38
H 1.06 4.34 -3.09
H -1.74 0.84 0.58
C 3.18 -0.76 -1.57
C -6.83 2.97 -1.52
H 0.75 -1.51 -3.64
C 2.13 1.45 6.04
C 2.37 3.80 -5.41
N -0.95 -1.21 2.31
C -0.21 -1.82 3.27
C -3.46 0.64 -4.37
C 4.20 0.92 1.16
H -2.17 2.54 0.79
H -4.96 2.58 0.40
H 2.42 4.80 -4.97
H 3.39 3.44 -5.57
F 3.09 1.24 6.91
H 3.82 -2.76 -1.90
H 4.48 1.71 1.86
H -0.34 2.29 -0.52
C 0.97 1.48 4.06
C 0.86 2.09 6.41
H -6.70 4.04 -1.34
C 5.97 -1.35 1.25
C -2.93 -1.87 3.40
H -2.44 0.91 -4.65
H -2.83 -0.81 1.53
H 2.90 -0.61 -2.61
Te -1.39 -0.25 -2.31
H -3.24 -3.95 0.44
H 0.12 3.91 -1.02
C -2.29 -1.26 2.35
H -2.67 -2.95 5.25
H -0.41 -6.60 2.25
C 1.51 1.51 -4.84
H -4.12 1.10 -5.11
Se 0.60 1.55 2.29
H 5.59 -1.31 2.27
H 1.67 -1.04 -5.06
H 2.65 2.28 0.52
S 3.60 -2.67 0.47
C 0.08 2.10 5.08
C -3.84 1.14 -3.00
C -5.50 2.29 -1.65
C 0.42 -4.91 1.23
H -4.01 -1.90 3.42
C 0.08 1.12 -2.96
C -0.80 -2.47 4.35
C -3.03 1.00 -1.86
C -0.41 3.01 -1.33
F -0.40 -0.05 6.24
C -2.58 1.54 0.62
O -2.60 -2.10 -1.14
H 5.74 -3.46 1.00
C -0.62 -5.71 1.69
H -0.09 -1.07 -5.13
H -7.39 2.56 -0.68
C -2.18 -2.47 4.42
C -3.42 1.53 -0.63
H 3.69 0.13 1.72
H -7.43 2.85 -2.42
H 2.15 -2.65 -1.38
C -5.06 1.79 -2.86
F -0.66 3.15 4.70
H 5.79 -2.59 -0.52
H 7.05 -1.46 1.31
C 3.15 -2.23 -1.22
C -4.66 2.16 -0.55
C -2.22 -4.22 0.68
C 0.76 -0.83 -4.49
H 4.19 -0.38 -1.42
H 3.84 1.93 -0.73
F 0.88 3.12 7.27
H -3.19 1.29 1.49
N -0.58 -1.18 -0.69
S 5.75 0.26 0.46
S 2.08 0.34 -0.62
F 3.22 0.52 4.19
H 2.05 1.13 -5.70
H -2.75 -5.99 1.76
C 0.20 2.46 -2.58
C -1.18 -3.41 0.24
C 3.28 1.49 0.09
C 0.14 -3.77 0.51
C 2.17 1.09 4.74
Os 0.52 -0.49 1.02
C -1.52 -2.19 -0.55
C 5.41 -2.55 0.50
H -5.68 1.90 -3.74
S 1.44 -1.62 2.77
H 1.89 3.88 -6.38
H -0.18 -2.93 5.11
C 0.76 0.63 -4.08
H -3.57 -0.44 -4.46
H 1.45 -5.18 1.43
*
```

## Properties
Orbital gap (alpha / beta) in eV: 5.64 / 2.85
Molar mass in g mol⁻¹: 1211.867

These are the Mulliken partial charges, in e, on atoms 1 to 99: 0.4078, 0.5919, -1.0086, -0.2678, -0.7792, -0.9168, 0.3955, -0.9056, -0.9602, -1.5646, 0.3113, 0.1751, -1.6462, 1.0283, 0.8214, -1.9315, 0.5382, 0.6625, 0.5592, 0.3839, 0.3843, -0.2572, 0.8055, 0.6166, -0.3116, 0.6702, 0.9906, 0.3268, -0.5746, -1.4345, 0.2870, 0.6847, 0.3657, 1.0961, 0.5731, 0.5732, -0.5542, 0.5284, 0.4463, -0.8797, 0.4491, -0.1922, 0.2401, 0.5201, 0.3324, 0.1848, 0.4033, 0.6016, 0.3470, -0.7997, 0.5340, 0.8791, -1.2147, 0.9374, -1.0526, -0.0497, -1.1878, -0.7498, 0.5131, -0.4905, 0.3539, 0.3767, -0.3340, 0.6182, -0.6849, 0.3712, 0.2220, -0.9517, -0.3982, 0.3188, 0.4782, -1.2342, -1.0045, -0.7167, -1.9880, 0.7887, 0.7220, -0.3406, 0.9357, -0.4795, -0.2021, 0.1130, -0.2453, 0.4885, 0.4389, 0.5771, 0.5370, -1.4866, 0.9557, -0.0576, 1.2183, -0.1983, -0.8916, 0.3680, -0.6046, 0.3343, 0.6299, 0.6700, 0.3744